No. 1
Here is the molecule C3H7NOS in a non-equilibrium geometry from the OMol25 dataset. Energies are from ωB97M-V/def2-TZVPD.

```
! wB97M-V def2-TZVPD RIJCOSX def2/J DEFGRID3
* xyz 0 1
C -2.3751 -0.9428 -0.3805
C -1.5499 0.0669 0.4281
C -0.0846 -0.4284 0.3303
H -2.1837 -1.9312 0.0356
H -2.0121 -0.9063 -1.3963
H -3.4627 -0.8368 -0.3463
H -1.9030 0.0679 1.4591
H -0.8921 1.5326 -0.5904
H -0.0420 -1.4963 0.6564
H 2.9253 0.8666 -0.6928
N 0.8245 0.2986 -0.1403
O -1.6291 1.3950 -0.0279
S 2.4306 -0.1700 -0.0117
*
```

Values from the calculation:
- SMILES string = C[C@H](O)/C=N/S
- orbital gap (eV) = 9.94
- energy (eV) = -17596.1410

=====

No. 2
Here is the molecule C3H7NOS in a non-equilibrium geometry from the OMol25 dataset. Energies are from ωB97M-V/def2-TZVPD.

```
! wB97M-V def2-TZVPD RIJCOSX def2/J DEFGRID3
* xyz 0 1
O 1.0579 3.1252 -1.2023
C 1.1358 1.9431 -1.0944
N 0.4724 1.2693 -0.0853
C 0.4097 -0.1396 0.1631
C -0.9870 -0.7585 0.1595
S -0.8910 -2.4763 0.8188
H 1.7343 1.2676 -1.7250
H 0.4546 1.8394 0.7426
H 1.0283 -0.6263 -0.6120
H 0.8953 -0.5179 1.0689
H -1.5519 -0.2131 0.9159
H -1.5014 -0.7774 -0.7943
H -1.7562 -2.3197 1.8519
*
```

Values from the calculation:
- SMILES string = O=CNCCS
- orbital gap (eV) = 10.26
- energy (eV) = -17597.0087

=====

No. 3
Here is a cluster of 2 separate species, C3H7NOS in total in a non-equilibrium geometry from the OMol25 dataset. Energies are from ωB97M-V/def2-TZVPD.

```
! wB97M-V def2-TZVPD RIJCOSX def2/J DEFGRID3
* xyz 0 1
C -0.0713 -0.3349 -1.4412
C 0.2575 -1.7273 -1.0085
C -1.0883 -1.0659 -1.2321
N 0.5345 1.9051 0.6343
O 0.0050 1.0500 2.8629
S -0.7499 1.1046 1.4059
H 0.9729 1.3357 0.0174
H 0.4185 0.5819 -1.6709
H 0.6648 -2.5430 -1.6027
H 0.8163 -1.7930 0.0168
H -2.1868 -1.2786 -1.1301
H 0.1338 2.6504 0.0029
H 0.2930 0.1150 3.1456
*
```

Values from the calculation:
- SMILES string = C1=CC1.NSO
- orbital gap (eV) = 9.23
- energy (eV) = -17592.8593

=====

No. 4
Here is the molecule C3H7NOS in a non-equilibrium geometry from the OMol25 dataset. Energies are from ωB97M-V/def2-TZVPD.

```
! wB97M-V def2-TZVPD RIJCOSX def2/J DEFGRID3
* xyz 0 1
O -1.7378 1.2452 -0.2243
C -0.6148 1.5948 -0.0488
C 0.5812 0.7059 0.2220
C 0.4987 -0.6422 -0.5106
S -0.4584 -2.0353 0.2641
N 1.8165 1.3476 -0.1395
H -0.3341 2.6731 -0.0729
H 0.5745 0.4255 1.2840
H 1.4850 -1.0617 -0.6298
H 0.0670 -0.5204 -1.5036
H -0.1005 -1.7857 1.5214
H 2.4906 1.6649 0.5346
H 1.7745 2.1535 -0.7557
*
```

Values from the calculation:
- SMILES string = N[C@@H](C=O)CS
- orbital gap (eV) = 9.56
- energy (eV) = -17596.3826

=====

No. 5
Here is the molecule C3H7NOS in a non-equilibrium geometry from the OMol25 dataset. Energies are from ωB97M-V/def2-TZVPD.

```
! wB97M-V def2-TZVPD RIJCOSX def2/J DEFGRID3
* xyz 0 1
C 2.2171 0.8653 -0.0210
C 0.2903 -0.9823 0.3401
C -2.8404 0.0757 -0.3933
H 2.3785 1.0206 1.0689
H 3.2088 1.0797 -0.5086
H 1.3995 1.5119 -0.3508
H 0.3755 -0.2914 1.1620
H 0.1939 -1.9907 0.7007
H -2.8296 0.2998 -1.4740
H -3.7455 0.2655 0.1508
N -1.8647 -0.4024 0.2859
O -0.7297 -0.5904 -0.5490
S 1.9463 -0.8614 -0.4119
*
```

Values from the calculation:
- SMILES string = C=NOCSC
- orbital gap (eV) = 9.89
- energy (eV) = -17594.8345

=====

No. 6
Here is a cluster of 2 separate species, C3H7NOS in total from the OMol25 dataset. Energies are from ωB97M-V/def2-TZVPD.

```
! wB97M-V def2-TZVPD RIJCOSX def2/J DEFGRID3
* xyz 0 1
C 1.1757 0.6007 1.5046
C 1.5584 -0.0695 0.4666
C 1.9185 -0.7094 -0.5974
N -1.7661 0.4224 -1.4102
O -2.4217 -0.4230 0.9450
S -1.5362 -0.8789 -0.3710
H 0.6743 1.5507 1.4067
H 1.3406 0.2475 2.5088
H 1.2587 -1.4230 -1.0657
H 2.8856 -0.5676 -1.0489
H -1.8885 0.1286 1.5287
H -0.9171 0.9316 -1.6183
H -2.2823 0.1898 -2.2490
*
```

Values from the calculation:
- SMILES string = C=C=C.NSO
- orbital gap (eV) = 9.45
- energy (eV) = -17594.7223

=====

No. 7
Here is a structure of composition C3H7NOS in a non-equilibrium geometry from the OMol25 dataset. Energies are from ωB97M-V/def2-TZVPD.

```
! wB97M-V def2-TZVPD RIJCOSX def2/J DEFGRID3
* xyz 0 1
C -0.2403 0.1371 2.6032
C -1.1949 -0.3911 1.4801
C -0.1804 -0.7798 -0.9116
H 0.9389 -0.1075 2.5205
H -0.6740 -0.5310 3.5648
H -0.0868 1.1958 2.9771
H -1.1739 -1.5325 1.7421
H -2.0757 0.1936 1.5193
H 0.4319 1.0765 -0.9145
H -0.5591 -1.8757 -0.8674
N -0.6839 -0.0106 0.1264
O -0.1115 1.1905 0.1126
S 1.1607 -0.1042 -1.9598
*
```

Values from the calculation:
- orbital gap (eV) = 8.92
- energy (eV) = -17593.1361

=====

No. 8
Here is a cluster of 2 separate species, C3H7NOS in total in a non-equilibrium geometry from the OMol25 dataset. Energies are from ωB97M-V/def2-TZVPD.

```
! wB97M-V def2-TZVPD RIJCOSX def2/J DEFGRID3
* xyz 0 1
C 1.1923 0.1485 -0.0316
C 2.0405 1.2971 -0.1221
C -1.5365 -1.3342 0.5989
N -1.7054 0.0091 0.3059
O -2.2424 0.2227 -0.9664
S 1.4242 -1.3903 -0.1486
H 1.5330 2.1226 0.3495
H 2.2319 1.6044 -1.1125
H 3.0557 1.2099 0.2713
H -0.5695 -1.7345 0.1699
H -1.2636 -1.3621 1.7250
H -2.4191 -1.8604 0.2143
H -1.7411 1.0672 -1.2536
*
```

Values from the calculation:
- orbital gap (alpha / beta) (eV) = 7.95 / 7.51
- energy (eV) = -17591.4529

=====

No. 9
Here is the molecule C3H7NOS2 in a non-equilibrium geometry from the OMol25 dataset. Energies are from ωB97M-V/def2-TZVPD.

```
! wB97M-V def2-TZVPD RIJCOSX def2/J DEFGRID3
* xyz 0 1
C 1.7341 -0.2998 0.3973
C 0.3781 -0.9826 0.5868
C -2.3795 0.6983 -0.4164
H 2.3025 1.3032 -0.8009
H 2.3426 -0.3973 1.3511
H 2.2431 -0.9132 -0.3188
H -0.0887 -0.3183 1.4554
H 0.7112 -2.0115 0.8687
H -0.7596 1.1822 -1.2374
H -2.5933 1.7686 -0.4100
N -1.2367 0.3485 -1.0033
O 1.4923 1.0497 0.0031
S -0.6729 -1.2087 -0.9152
S -3.4732 -0.2191 0.4397
*
```

Values from the calculation:
- SMILES string = OCCSNC=S
- orbital gap (eV) = 8.32
- energy (eV) = -28430.3458

=====

No. 10
Here is the molecule C3H7NOS2 in a non-equilibrium geometry from the OMol25 dataset. Energies are from ωB97M-V/def2-TZVPD.

```
! wB97M-V def2-TZVPD RIJCOSX def2/J DEFGRID3
* xyz 0 1
N -0.7336 -0.4924 1.5810
C -0.8308 0.3234 0.2618
C -0.4547 1.4892 1.1995
O 0.6178 2.0767 1.2697
C 0.4346 -0.1182 -0.5318
S 0.2123 -1.2571 -1.9159
S 1.8856 -0.7149 -3.0879
H -0.5998 0.0702 2.4291
H -1.6258 -0.9853 1.6887
H -1.7763 -0.0613 -0.0429
H -1.4803 1.8484 1.4968
H 1.2815 0.5005 -0.7878
H 0.9260 -0.7983 0.1435
H 2.1435 -1.8810 -3.7039
*
```

Values from the calculation:
- SMILES string = N[C@@H](C=O)CSS
- orbital gap (eV) = 8.40
- energy (eV) = -28429.4619

=====

No. 11
Here is the molecule C3H7NOS2 in a non-equilibrium geometry from the OMol25 dataset. Energies are from ωB97M-V/def2-TZVPD.

```
! wB97M-V def2-TZVPD RIJCOSX def2/J DEFGRID3
* xyz 0 1
N 0.8838 -0.9443 -0.8851
C 0.6518 0.2154 -0.0232
C 1.7638 0.3092 1.0413
O 1.8735 -0.5198 1.9243
C -0.7946 -0.0094 0.6485
S -1.9726 1.4255 0.4893
S -2.4541 1.2782 -1.5708
H 0.4656 -0.8788 -1.7827
H 0.5690 -1.7608 -0.3503
H 0.6129 1.2610 -0.4922
H 2.7148 0.8309 0.6837
H -0.6202 -0.2232 1.7851
H -1.2642 -0.9001 0.2423
H -2.4292 -0.0839 -1.7103
*
```

Values from the calculation:
- SMILES string = N[C@H](C=O)CSS
- orbital gap (eV) = 8.77
- energy (eV) = -28431.1135

=====

No. 12
Here is the molecule C3H7NS in a non-equilibrium geometry from the OMol25 dataset. Energies are from ωB97M-V/def2-TZVPD.

```
! wB97M-V def2-TZVPD RIJCOSX def2/J DEFGRID3
* xyz 0 1
C 0.5850 0.0774 0.3781
C -0.5811 1.0113 -0.2010
C -0.2530 -1.0634 -0.1826
H 3.1286 0.6074 0.9922
H 0.5775 -0.0820 1.5538
H -0.8150 1.0474 -1.3319
H -1.0353 2.0281 0.1474
H -2.0709 -0.2892 -0.5135
H -0.3246 -1.1556 -1.3801
H -0.1331 -1.9902 0.5103
N -1.4608 -0.1682 0.2187
S 2.3827 -0.0230 -0.1914
*
```

Values from the calculation:
- SMILES string = SC1CNC1
- orbital gap (eV) = 9.95
- energy (eV) = -15546.4970

=====

energy of number 4 (C3H7NOS)? -17596.3826 eV

=====

Copy entry 2 word for word.
Here is the molecule C3H7NOS in a non-equilibrium geometry from the OMol25 dataset. Energies are from ωB97M-V/def2-TZVPD.

```
! wB97M-V def2-TZVPD RIJCOSX def2/J DEFGRID3
* xyz 0 1
O 1.0579 3.1252 -1.2023
C 1.1358 1.9431 -1.0944
N 0.4724 1.2693 -0.0853
C 0.4097 -0.1396 0.1631
C -0.9870 -0.7585 0.1595
S -0.8910 -2.4763 0.8188
H 1.7343 1.2676 -1.7250
H 0.4546 1.8394 0.7426
H 1.0283 -0.6263 -0.6120
H 0.8953 -0.5179 1.0689
H -1.5519 -0.2131 0.9159
H -1.5014 -0.7774 -0.7943
H -1.7562 -2.3197 1.8519
*
```

Values from the calculation:
- SMILES string = O=CNCCS
- orbital gap (eV) = 10.26
- energy (eV) = -17597.0087

=====

Which formula does entry 5 have? C3H7NOS

=====

Which value of energy does entry 4 give? -17596.3826 eV